[1]
11
Properties=species:S:1:pos:R:3 method="wB97M-V/def2-TZVPD" homo_lumo_gap_ev=10.3 total_charge=0 de_lowest_kj_mol=264.0
N 1.680 -0.179 -0.020
C 0.367 -0.097 -0.474
C -1.235 -0.669 0.224
O -1.720 0.565 -0.299
C -0.439 0.990 0.070
O -0.138 1.736 0.964
H 1.868 0.492 0.714
H 2.426 -0.285 -0.696
H 0.256 -0.327 -1.541
H -1.586 -1.580 -0.244
H -1.478 -0.646 1.302

=====

[2]
11
Properties=species:S:1:pos:R:3 method="wB97M-V/def2-TZVPD" homo_lumo_gap_ev=11.1 total_charge=0 de_lowest_kj_mol=159.6 smiles=N#C[C@H](O)CO
O -0.516 -0.512 -1.759
C -0.853 0.238 -0.627
C 0.149 -0.191 0.461
O 1.435 -0.247 -0.154
C 0.166 0.740 1.603
N 0.165 1.491 2.481
H 0.459 -0.540 -1.698
H -0.821 1.323 -0.813
H -1.865 -0.006 -0.283
H -0.161 -1.182 0.807
H 1.843 -1.114 -0.017

=====

[3]
11
Properties=species:S:1:pos:R:3 method="wB97M-V/def2-TZVPD" homo_lumo_gap_ev=11.0 total_charge=0 de_lowest_kj_mol=340.9 smiles="N#CCO.C=O"
C -1.837 -0.161 -0.399
C 1.006 0.342 -0.156
O 0.003 -0.655 -0.014
O -2.062 -0.072 0.842
C 2.195 -0.006 0.616
N 3.142 -0.285 1.200
H -0.614 -0.551 0.914
H -1.651 0.729 -1.022
H -2.098 -1.073 -0.954
H 0.641 1.321 0.187
H 1.275 0.412 -1.214

=====

[4]
11
Properties=species:S:1:pos:R:3 method="wB97M-V/def2-TZVPD" homo_lumo_gap_ev=10.9 total_charge=0 de_lowest_kj_mol=184.0 smiles="O=C(O)[C@@H]1CN1"
C -1.399 -0.031 -0.052
C -0.051 -0.519 -0.451
C 0.893 -0.318 0.672
H -0.571 1.645 -0.156
H -0.085 -1.423 -1.174
H 1.662 -1.151 0.731
H 0.781 0.074 1.698
H 1.773 0.431 -0.999
N 0.924 0.621 -0.427
O -1.489 1.329 0.141
O -2.439 -0.657 0.019

=====

[5]
11
Properties=species:S:1:pos:R:3 method="wB97M-V/def2-TZVPD" homo_lumo_gap_ev=10.7 total_charge=0 de_lowest_kj_mol=168.0 smiles="[H]/N=C/OCC=O"
N 1.397 0.764 0.265
C 1.383 -0.093 -0.663
O 0.303 -0.846 -0.918
C -0.741 -0.769 0.048
C -1.420 0.564 0.411
O -1.951 0.608 1.495
H 2.282 1.261 0.294
H 2.186 -0.337 -1.365
H -0.385 -1.141 1.014
H -1.504 -1.454 -0.334
H -1.550 1.444 -0.247

=====

[6]
11
Properties=species:S:1:pos:R:3 method="wB97M-V/def2-TZVPD" homo_lumo_gap_ev=8.6 total_charge=0 de_lowest_kj_mol=451.3
C -1.155 1.506 -0.040
N -0.080 0.515 -0.155
C -0.210 -0.704 0.277
O -0.832 -1.541 0.834
C 1.564 -1.389 -0.158
O 1.845 -1.818 -1.252
H -1.900 1.352 -0.828
H -1.647 1.452 0.937
H -0.713 2.497 -0.163
H 1.119 -0.066 -0.225
H 2.009 -1.805 0.774

=====

[7]
11
Properties=species:S:1:pos:R:3 method="wB97M-V/def2-TZVPD" homo_lumo_gap_ev=11.3 total_charge=0 de_lowest_kj_mol=136.0
C -1.609 -0.458 -0.682
N -1.365 0.493 0.392
C -0.190 0.863 0.616
O 0.857 0.455 -0.215
C 1.972 -0.075 0.326
O 2.298 -0.011 1.475
H -2.315 -0.016 -1.390
H -2.080 -1.343 -0.242
H -0.710 -0.767 -1.225
H 0.075 1.540 1.425
H 2.510 -0.599 -0.477

=====

[8]
11
Properties=species:S:1:pos:R:3 method="wB97M-V/def2-TZVPD" homo_lumo_gap_ev="8.7 / 8.7" total_charge=0 de_lowest_kj_mol=387.3 smiles="C/[N+]([O-])=C/C=O"
C 0.699 -0.370 -0.029
C 2.035 0.133 -0.045
C -1.721 -0.241 0.125
N -0.391 0.445 -0.030
O 3.054 -0.494 0.125
O -0.274 1.703 0.070
H 0.648 -1.369 -0.190
H 2.232 1.175 -0.191
H -2.181 0.007 -0.884
H -1.726 -1.343 0.235
H -2.376 0.353 0.813

=====

[9]
11
Properties=species:S:1:pos:R:3 method="wB97M-V/def2-TZVPD" homo_lumo_gap_ev=9.5 total_charge=0 de_lowest_kj_mol=181.8 smiles="C=C=O.NC=O"
C 0.075 -1.540 -0.172
C -0.079 -0.808 -1.294
O -0.530 -0.554 -2.342
O 0.824 0.879 -0.812
C 0.349 1.439 0.185
N -0.418 0.842 1.094
H 0.962 -1.443 0.439
H -0.583 -0.176 0.917
H -0.421 -2.497 -0.232
H 0.590 2.497 0.336
H -0.768 1.362 1.882

=====

[10]
11
Properties=species:S:1:pos:R:3 method="wB97M-V/def2-TZVPD" homo_lumo_gap_ev=9.3 total_charge=0 de_lowest_kj_mol=165.6
C -0.560 0.742 1.201
C -0.552 0.886 -0.178
C 0.080 -0.094 -0.929
H -0.078 -1.145 1.685
H -0.475 0.001 2.953
H -1.034 1.514 1.739
H -0.423 1.905 -0.690
H 0.697 -1.768 -1.021
N -0.023 -0.110 1.979
O 0.481 -1.205 -0.281
O 0.477 0.088 -2.104

=====

[11]
11
Properties=species:S:1:pos:R:3 method="wB97M-V/def2-TZVPD" homo_lumo_gap_ev=9.7 total_charge=0 de_lowest_kj_mol=558.8
C 0.185 -0.580 0.926
C 0.195 0.150 -0.462
C 1.275 1.019 -0.951
H 1.257 -0.870 1.206
H -0.373 -0.232 1.624
H -0.292 -1.688 1.124
H 2.216 0.639 -0.583
H -2.618 -0.559 -0.709
N -0.958 0.184 -0.900
O 1.029 2.229 -1.371
O -1.916 -0.293 0.098

=====

[12]
11
Properties=species:S:1:pos:R:3 method="wB97M-V/def2-TZVPD" homo_lumo_gap_ev="7.5 / 8.7" total_charge=0 de_lowest_kj_mol=558.8
C 0.080 0.014 -0.954
C -0.478 0.470 0.347
C 0.495 -1.418 1.268
N 0.045 -1.459 -1.144
O 0.412 -0.139 1.289
O 0.256 -2.052 0.087
H -0.459 0.550 -1.743
H 1.073 0.272 -0.952
H -0.449 1.561 0.327
H -1.548 0.006 0.529
H 0.888 -1.881 2.137

=====

What did the eighth record say?
11
Properties=species:S:1:pos:R:3 method="wB97M-V/def2-TZVPD" homo_lumo_gap_ev="8.7 / 8.7" total_charge=0 de_lowest_kj_mol=387.3 smiles="C/[N+]([O-])=C/C=O"
C 0.699 -0.370 -0.029
C 2.035 0.133 -0.045
C -1.721 -0.241 0.125
N -0.391 0.445 -0.030
O 3.054 -0.494 0.125
O -0.274 1.703 0.070
H 0.648 -1.369 -0.190
H 2.232 1.175 -0.191
H -2.181 0.007 -0.884
H -1.726 -1.343 0.235
H -2.376 0.353 0.813